C19H21FeN4O5S | ωB97M-V/def2-TZVPD

Summary:
⟨S²⟩ = 6.02
total energy = -81467.2272 eV
LUMO energy (spin up / spin down) = 2.902 / 2.900 eV
strongest force on any atom = 0.21 eV Å⁻¹

```
! RIJCOSX wB97M-V def2-TZVPD def2/J DEFGRID3
* xyz -1 5
Fe -0.0146 -0.0717 -0.3206
C -0.9529 3.8718 -2.7888
O -0.0982 3.1924 -3.6972
C 1.1536 2.9231 -3.1807
C 2.2427 3.5222 -3.7636
C 3.5387 3.2591 -3.3056
C 3.6969 2.3960 -2.2466
C 2.6058 1.7593 -1.6347
C 2.8958 0.9043 -0.5011
N 2.0404 0.1859 0.1233
N 2.5106 -0.4998 1.2326
C 1.5014 -1.0428 1.8740
O 0.2664 -0.9591 1.5557
C 1.8468 -1.8009 3.1186
C 3.1475 -1.8335 3.6165
C 3.4363 -2.5419 4.7721
C 2.4305 -3.2270 5.4437
C 1.1341 -3.1991 4.9502
C 0.8444 -2.4875 3.7942
C 1.2829 1.9941 -2.1034
O 0.2257 1.4491 -1.6064
H -1.9129 3.9897 -3.2908
H -1.0835 3.3009 -1.8693
H -0.5488 4.8630 -2.5524
H 2.0666 4.2015 -4.5897
H 4.3930 3.7342 -3.7693
H 4.6895 2.1899 -1.8595
H 3.9259 0.8911 -0.1384
H 3.9169 -1.2965 3.0796
H 4.4503 -2.5605 5.1533
H 2.6582 -3.7806 6.3468
H 0.3461 -3.7340 5.4666
H -0.1588 -2.4541 3.3910
C -4.7727 -1.3329 -0.8115
N -3.6871 -0.3677 -0.7690
C -3.4850 0.4824 -1.9284
C -2.8456 -0.2973 0.2702
C -3.0082 -1.2910 1.3863
O -1.9481 0.5648 0.3141
H -5.2541 -1.2557 -1.7841
H -5.5238 -1.1284 -0.0440
H -4.3839 -2.3443 -0.7021
H -3.4692 -0.1362 -2.8269
H -2.5306 0.9928 -1.8361
H -4.2885 1.2195 -2.0169
H -4.0235 -1.2826 1.7863
H -2.2885 -1.0438 2.1606
H -2.7971 -2.2840 0.9837
O -2.3369 -3.3587 -1.2160
S -1.3078 -2.7107 -2.0680
N -0.5269 -1.5651 -1.5986
*
```